(1)
# C2H2ClF

An isolated molecule of C2H2ClF (ωB97M-V/def2-TZVPD, OMol25).

```
6
C2H2ClF ωB97M-V/def2-TZVPD
C -1.33017 -0.68230 0.65503
C -0.41634 0.15389 0.15237
F -0.69309 1.43465 -0.24960
Cl 1.18358 -0.45490 -0.25282
H -2.29076 -0.24529 0.85258
H -1.11312 -1.76284 0.84742
```

Its HOMO energy is -0.368 Ha. Its SMILES is C=C(F)Cl. The value obtained for the orbital gap is 10.87 eV. The value obtained for the total energy is -17345.30508 eV.


(2)
# C25H38I2N2NaO3S3Sb

A structure of composition C25H38I2N2NaO3S3Sb (ωB97M-V/def2-TZVPD, OMol25).

```
75
C25H38I2N2NaO3S3Sb ωB97M-V/def2-TZVPD
Na 0.93428 -0.20466 -0.39325
I 1.46584 3.88685 -6.76938
C 1.08427 3.18259 -4.86066
C 0.54523 4.00383 -3.89197
C 0.30368 3.51083 -2.62154
I -0.49550 4.85677 -1.25675
C 0.58657 2.17919 -2.21613
O 0.37556 1.72855 -1.03408
C 1.11955 1.35210 -3.27123
C 1.40440 -0.12014 -3.09539
N 2.50916 -0.40064 -2.15868
C 3.04115 -1.75516 -2.25619
C 3.16043 -2.46268 -0.92086
C 4.24733 -3.27570 -0.62387
C 4.27374 -3.92925 0.59668
C 3.22669 -3.74153 1.48234
C 2.19035 -2.90093 1.10495
N 2.15476 -2.29062 -0.07064
C 1.35887 1.86255 -4.53435
H 0.30894 5.03458 -4.11517
H 1.63719 -0.53463 -4.08643
H 0.51586 -0.66193 -2.74700
H 3.23175 0.29289 -2.29549
H 4.01804 -1.76530 -2.75586
H 2.37027 -2.34823 -2.88618
H 5.05575 -3.38122 -1.33442
H 5.10784 -4.56899 0.85730
H 3.20994 -4.22264 2.44947
H 1.35946 -2.69533 1.76271
H 1.76605 1.20253 -5.29038
C -2.25993 -2.21205 -2.71979
C -3.47911 -1.73762 -1.92393
S -3.09150 -0.57763 -0.58801
C -3.71009 -1.41911 0.88825
C -2.68689 -1.90650 1.90906
S -1.50411 -3.20422 1.47177
C -2.31484 -4.21777 0.22158
C -1.45656 -4.34307 -1.04389
S -0.85989 -2.81172 -1.77104
H -1.86290 -1.36795 -3.28959
H -2.57817 -2.94920 -3.46214
H -4.01746 -2.58726 -1.50552
H -4.17179 -1.25427 -2.61707
H -4.38822 -2.21909 0.58161
H -4.34847 -0.70413 1.41553
H -3.24595 -2.20140 2.80214
H -2.04083 -1.07260 2.19452
H -3.29551 -3.81234 -0.01333
H -2.48976 -5.22254 0.61319
H -1.98503 -4.92993 -1.79921
H -0.55714 -4.91182 -0.80024
C -2.63699 3.04767 2.59594
C -1.90260 2.37576 1.44837
Sb 0.03044 1.73410 1.98895
C -0.04947 1.32450 4.06105
C 0.42039 2.39301 5.02976
C 1.40527 3.30303 1.69551
C 0.94174 4.63687 2.25868
H -3.61931 3.38913 2.26658
H -2.10259 3.92307 2.96644
H -2.79240 2.38032 3.44452
H -1.78137 3.03307 0.59395
H -2.41000 1.48109 1.08529
H 0.57670 0.43069 4.10511
H -1.07055 1.01321 4.28655
H 1.42514 2.74575 4.79647
H 0.44278 2.00417 6.04906
H -0.23804 3.26207 5.02729
H 1.55594 3.33403 0.61873
H 2.32525 2.95572 2.16621
H -0.02451 4.92994 1.84970
H 1.64551 5.42689 1.99349
H 0.86162 4.61940 3.34413
O -0.10630 -0.17580 1.40095
O 1.38003 0.26085 1.59587
```

Its HOMO energy is -0.254 Ha. The value obtained for the orbital gap is 7.16 eV. The value obtained for the total energy is -95322.75361 eV.